{"formula": "C16H14BCl5N6Pt", "method": "ωB97M-V/def2-TZVPD", "species": ["C", "N", "N", "C", "C", "B", "N", "N", "C", "C", "C", "Pt", "N", "N", "C", "C", "C", "H", "H", "H", "H", "H", "H", "H", "H", "H", "H", "H", "C", "H", "H", "H", "Cl", "C", "C", "C", "Cl", "C", "Cl", "C", "Cl", "C", "Cl"], "coordinates": [[0.488074, 2.661823, 0.395940], [0.679474, 1.397823, -0.036360], [0.842474, 1.427123, -1.387560], [0.753774, 2.714023, -1.805960], [0.528574, 3.536523, -0.701260], [0.997574, 0.152023, -2.297260], [2.157874, -0.710277, -1.740660], [2.252574, -1.026977, -0.426460], [3.347474, -1.795377, -0.274960], [3.974174, -1.989277, -1.520660], [3.184674, -1.277877, -2.423560], [0.767374, -0.322177, 0.963240], [-0.311026, -0.654077, -2.365560], [-0.927426, -1.157077, -1.262360], [-2.061626, -1.717377, -1.702660], [-2.195326, -1.585477, -3.106360], [-1.049226, -0.897777, -3.489760], [-2.737226, -2.201577, -0.993760], [-0.699726, -0.568477, -4.468560], [-2.999626, -1.946677, -3.747260], [1.286874, 0.551823, -3.405060], [3.275874, -1.130877, -3.499060], [0.853174, 2.946123, -2.865160], [4.879374, -2.556377, -1.732160], [0.412374, 4.618823, -0.691060], [3.632174, -2.153277, 0.714840], [0.341274, 2.853323, 1.457340], [-0.054526, -1.869977, 0.670940], [0.540274, -1.908777, 1.602740], [1.335574, -2.660277, 1.492240], [1.172174, -0.930177, 2.231740], [-0.111526, -2.108977, 2.463140], [-2.735426, -1.677077, 1.323040], [-2.354426, -0.114777, 1.956540], [-1.084026, 0.508523, 1.724240], [-0.758326, 1.303523, 2.879640], [0.953474, 1.516223, 3.335040], [-1.713426, 1.877623, 3.737040], [-1.219126, 2.984023, 5.024640], [-3.047126, 1.515023, 3.620140], [-4.264426, 2.205023, 4.699240], [-3.356626, 0.450523, 2.780740], [-4.976526, -0.258877, 2.871040]], "atomic_forces_ev_per_a": [[-0.33, 0.92, -0.87], [0.40, 0.41, -0.94], [0.16, 0.09, -0.76], [0.01, -0.52, 0.08], [-0.01, -0.40, 0.75], [0.04, 1.78, -0.59], [1.88, -0.96, -2.78], [3.16, -2.03, 1.90], [-2.16, 1.13, 1.94], [1.47, -0.99, 0.27], [-3.09, 2.31, -0.79], [-1.68, 13.73, -7.32], [-0.77, 0.04, -3.66], [-2.80, -1.46, -0.37], [0.87, 0.08, 2.09], [-1.61, -0.96, 0.13], [3.61, 1.86, 0.90], [0.28, 0.19, -0.74], [-0.20, -0.10, 0.22], [0.18, 0.08, 0.16], [-0.11, -0.41, 0.47], [0.09, -0.08, 0.23], [-0.03, 0.05, 0.34], [-0.13, 0.08, 0.03], [0.11, -0.37, -0.01], [0.10, 0.03, -0.37], [0.16, 0.28, -0.80], [-1.26, -1.14, -1.08], [-0.65, -11.04, 5.89], [-0.61, -0.33, 0.08], [1.30, -1.10, 3.16], [0.21, -0.59, -0.29], [0.31, 0.83, 0.53], [1.27, -0.97, -1.76], [1.08, -1.14, 3.83], [1.65, -0.47, -1.17], [-1.55, -0.11, -0.14], [0.06, 1.97, 2.40], [-0.60, -1.42, -1.82], [-1.67, 0.68, 1.55], [1.38, -0.71, -1.32], [-2.79, -0.25, 0.92], [2.26, 0.99, -0.31]], "de_lowest_kcal_mol": 68.0, "s2": 6.041, "homo_ev": [-21.1, -20.9], "total_charge": 4, "largest_force_ev_per_a": 15.65, "gap_ev": [7.7, 3.8], "e_lumo_ev": [-13.42, -17.09], "multiplicity": 5}